C43H49AlN4O2S | the ωB97M-V functional and the def2-TZVPD basis

net charge	0
HOMO energy (alpha / beta)	-6.93 / -6.93	eV
total energy	-72877.1943	eV
strongest force on any atom	0.09648	hartree/bohr

XYZ file:
```
100
Properties=species:S:1:pos:R:3:forces:R:3:lowdin_charge:R:1
S 13.0303 14.0018 8.6131 0.4 -1.4 0.1 0.79
Al 13.7561 14.8728 10.6197 -0.2 0.6 -1.1 0.09
O 11.4539 7.5165 8.7498 1.8 0.4 2.8 0.05
O 12.8152 7.3006 10.5113 1.2 -0.5 1.5 0.14
N 13.8950 16.6322 9.5981 0.7 -1.3 1.0 0.07
N 11.9126 15.4446 11.0955 0.3 -0.3 0.2 0.08
N 15.7198 14.8235 10.5911 0.1 -0.8 0.8 0.11
N 13.8148 13.5801 12.0383 -0.1 0.0 0.1 0.11
C 11.4782 10.2153 8.7237 -0.4 -0.3 1.0 0.00
C 17.8791 15.0791 9.8478 0.5 -0.4 -0.8 -0.11
C 15.5755 18.6831 7.0798 0.2 0.9 -0.8 -0.20
C 11.1173 11.6911 15.0014 1.1 -1.9 0.6 -0.08
C 14.9202 16.8655 8.7150 -1.6 2.9 0.1 -0.20
C 16.1125 16.2343 8.6164 0.6 -1.0 0.2 0.06
C 19.3695 17.1118 9.1949 -1.3 0.1 0.5 -0.09
C 11.9272 11.0482 13.9183 0.0 -1.7 -1.1 -0.22
C 11.4073 13.2987 12.0422 -2.5 -0.9 0.3 0.05
C 15.7137 17.9297 5.7324 -0.7 -0.8 0.7 -0.07
C 7.8773 13.2515 10.5929 1.0 -0.5 0.1 -0.09
C 9.7696 16.2179 10.8275 3.2 0.3 0.4 -0.16
C 16.4721 15.3560 9.6346 2.0 0.4 -0.6 -0.23
C 8.6712 17.0334 10.5140 -2.5 3.4 -1.1 -0.21
C 16.6035 14.0919 11.3969 -0.1 -0.1 0.0 -0.18
C 10.9908 14.4677 11.5177 1.9 2.3 -0.6 -0.20
C 12.8958 12.2305 8.9037 -0.5 0.5 0.1 -0.59
C 13.4113 18.5883 8.5151 2.6 0.5 0.4 -0.13
C 11.2278 16.5300 10.6533 -1.9 -2.4 1.4 -0.16
C 16.1903 13.2653 12.4192 1.0 -0.8 -0.3 0.07
C 13.5153 10.1773 9.9453 1.9 -2.0 0.5 -0.06
C 15.7544 9.7722 13.6805 -0.8 -1.3 1.9 -0.09
C 12.2138 8.0251 9.6085 -2.5 0.2 -4.3 -0.48
C 14.8657 12.8977 12.6297 -0.6 0.5 0.3 -0.19
C 14.6518 18.1868 8.1103 -0.5 -2.1 -1.0 -0.09
C 8.2187 17.9972 11.6859 2.9 -1.4 0.8 -0.06
C 9.7012 15.0324 11.4154 -2.8 -3.0 -0.2 -0.11
C 12.9853 20.9087 9.3803 -0.4 -1.3 1.8 -0.08
C 15.0286 10.9085 14.4330 1.7 0.9 -1.7 -0.17
C 12.8354 19.8888 8.2410 -0.1 2.8 -1.4 -0.22
C 11.7573 17.6307 10.0534 -0.4 1.3 0.4 0.05
C 19.0516 15.6140 9.0010 0.6 -0.7 2.6 -0.17
C 14.3288 11.8536 13.4470 0.3 -0.4 1.9 -0.10
C 12.4573 9.4823 9.4383 -1.6 -0.2 0.1 -0.16
C 12.9735 11.9426 13.3767 -0.4 -0.6 -1.2 -0.15
C 12.6593 12.9818 12.4652 2.2 -0.4 0.0 -0.21
C 19.5653 12.2415 10.8676 -1.2 -0.5 0.9 -0.08
C 13.0100 17.6596 9.5265 0.3 -0.9 -1.0 -0.21
C 13.8212 11.4336 9.5463 1.7 1.7 -0.3 -0.13
C 19.2403 13.6611 11.4944 -0.5 -1.8 -0.4 -0.18
C 11.7019 11.5778 8.6084 -2.2 0.6 -0.5 -0.13
C 17.9756 14.2214 10.9156 -0.7 1.3 0.1 -0.12
C 8.4099 14.2080 11.7059 -0.3 0.0 0.4 -0.15
H 12.7964 21.9877 9.1556 0.0 -1.1 0.1 0.09
H 14.3233 9.6721 10.5130 -0.6 0.0 -0.3 0.12
H 8.5963 13.5020 12.5546 0.1 0.8 -0.4 0.10
H 11.2628 10.7211 13.0440 0.8 0.3 1.2 0.14
H 16.5464 18.9272 7.5199 0.2 -0.7 0.0 0.11
H 14.7735 17.9176 5.1154 0.9 0.4 0.6 0.10
H 9.1460 18.4896 12.2123 -1.8 -0.7 -1.2 0.12
H 16.8961 16.4136 7.8517 -1.0 0.4 0.7 0.13
H 12.2544 20.4675 10.1250 0.6 1.3 -0.2 0.07
H 7.6842 17.4319 12.4574 0.2 0.0 -0.1 0.06
H 13.4834 7.7936 11.0413 -0.8 -0.2 -0.6 0.12
H 20.4405 17.3607 9.2866 -0.6 -0.2 0.1 0.08
H 14.4026 10.5929 15.2537 -0.3 -0.1 0.0 0.10
H 11.8142 11.8652 15.8354 -0.6 0.6 -0.1 0.10
H 8.6509 12.5153 10.2358 -0.5 0.7 0.5 0.08
H 7.5529 18.6752 11.2728 -1.1 1.7 -0.5 0.03
H 18.9248 17.7012 8.3866 0.3 0.0 0.0 0.05
H 15.9497 16.8720 5.8837 0.1 0.1 0.0 0.06
H 10.6135 12.5534 12.2292 0.5 0.5 0.2 0.13
H 16.5598 18.3834 5.2418 0.0 0.1 -0.7 0.06
H 11.7828 19.8549 8.0317 -0.7 -0.3 -0.3 0.10
H 11.1636 18.5422 10.0163 -0.2 -0.4 -0.5 0.12
H 20.0351 14.3460 11.3343 0.8 0.6 -0.2 0.08
H 7.5248 14.8352 12.0474 1.3 -0.4 -0.4 0.12
H 10.4683 9.7439 8.5060 1.7 0.7 0.0 0.14
H 19.2700 12.1509 9.7861 1.0 0.3 0.9 0.09
H 10.6736 12.5034 14.5311 -1.0 2.0 0.1 0.04
H 12.3649 10.1222 14.3286 0.0 0.2 -0.4 0.11
H 14.8680 11.7413 9.6675 -0.6 0.4 0.4 0.12
H 18.8189 11.5697 11.3630 0.5 0.3 -0.4 0.06
H 19.1801 13.4963 12.5705 -0.2 0.2 0.1 0.10
H 16.4002 10.2043 12.9457 0.5 0.0 -0.5 0.05
H 8.8037 17.6193 9.5605 0.5 -0.1 1.0 0.13
H 19.8992 15.0456 9.4805 -0.5 0.4 -1.4 0.11
H 15.8986 11.4290 14.8214 -0.2 0.6 0.7 0.10
H 17.0158 12.7390 12.9465 -0.9 0.3 -0.3 0.13
H 15.2901 19.6650 6.7869 -0.6 1.1 -0.2 0.09
H 10.3965 10.9481 15.2968 -0.6 0.0 0.4 0.08
H 13.2811 20.3846 7.3471 -0.1 -0.8 0.3 0.12
H 20.5574 11.8132 11.1994 -0.9 0.7 -0.9 0.08
H 18.9103 15.4246 7.9670 0.2 -0.7 -0.9 0.09
H 7.8030 16.4753 10.1991 -0.4 -0.7 0.3 0.10
H 7.0770 12.6763 11.0566 -0.1 -0.1 -0.1 0.06
H 7.4676 13.7059 9.7000 0.0 0.5 -0.1 0.06
H 14.9799 9.1722 13.2100 0.2 -0.4 -0.4 0.05
H 18.7669 17.3858 10.0834 0.9 0.4 -0.1 0.09
H 10.8113 12.1988 8.3874 0.8 -0.3 -0.4 0.11
H 13.9622 20.7571 9.8779 -0.3 0.5 -0.4 0.08
H 16.3323 9.0974 14.4138 -0.7 1.0 -1.2 0.10
```
Positions in Å, forces in eV/Å.